C27H36F5N3O15 | ωB97M-V with the def2-TZVPD basis set

Summary:
SMILES: O=C1OC[C@@H](F)O1.O=C1OC[C@@H](F)O1.O=C1OC[C@@H](F)O1.O=C1OC[C@@H](F)O1.O=C1OC[C@@H](F)O1.CCCC#N.CCCC#N.CCCC#N
E_tot: -77353.3847 eV
Kohn-Sham gap: 10.621 eV

Last column: Löwdin charge in e.
Atoms and positions in Å:
O: -0.37 -1.29 -4.84  0.2034
C: -1.19 -1.92 -4.33  -0.5943
O: -1.16 -3.24 -4.18  0.0946
C: -2.37 -3.68 -3.55  -0.0392
C: -2.87 -2.41 -2.90  -0.2652
F: -2.42 -2.35 -1.60  0.0630
O: -2.26 -1.40 -3.68  0.1243
H: -3.04 -4.13 -4.28  0.1437
H: -2.14 -4.45 -2.82  0.1311
H: -3.94 -2.21 -2.92  0.1746
O: -1.73 2.88 -1.07  0.1457
C: -1.52 2.73 -2.25  -0.4921
O: -1.85 1.62 -3.00  0.0555
C: -1.22 1.74 -4.29  -0.0531
C: -1.07 3.26 -4.41  -0.2525
F: -2.23 3.85 -4.87  0.0688
O: -0.88 3.64 -3.04  0.1116
H: -0.29 1.17 -4.33  0.1267
H: -1.88 1.36 -5.06  0.1421
H: -0.18 3.60 -4.93  0.1672
O: 4.46 -0.94 0.16  0.2381
C: 4.57 -2.04 -0.12  -0.5856
O: 3.57 -2.88 -0.50  0.0588
C: 4.02 -4.17 -0.16  -0.0842
C: 5.52 -4.09 -0.36  -0.2836
F: 5.85 -4.28 -1.67  0.0739
O: 5.75 -2.71 -0.11  0.1374
H: 3.82 -4.35 0.90  0.1452
H: 3.61 -4.95 -0.80  0.1328
H: 6.10 -4.72 0.30  0.1686
O: -5.11 5.10 -2.27  0.1826
C: -4.64 4.87 -1.22  -0.5823
O: -3.71 5.61 -0.61  0.0752
C: -3.41 5.04 0.68  -0.0625
C: -4.17 3.72 0.70  -0.2777
F: -5.02 3.67 1.79  0.0358
O: -4.98 3.79 -0.46  0.1229
H: -2.33 4.89 0.78  0.0968
H: -3.71 5.71 1.49  0.1338
H: -3.57 2.82 0.68  0.1463
O: -1.92 -7.59 0.52  0.2270
C: -0.94 -7.17 0.09  -0.5694
O: 0.23 -7.83 0.03  0.0809
C: 1.25 -7.02 -0.54  -0.0409
C: 0.46 -5.79 -1.03  -0.2992
F: 0.34 -5.78 -2.41  0.0440
O: -0.81 -5.94 -0.49  0.1328
H: 1.86 -6.71 0.31  0.1307
H: 1.82 -7.50 -1.32  0.1422
H: 0.91 -4.83 -0.76  0.1437
C: 0.82 1.62 4.79  -0.1082
C: -0.11 2.31 5.78  -0.2482
C: -0.20 3.83 5.54  -0.1907
C: -0.82 4.23 4.28  -0.2120
N: -1.32 4.50 3.29  0.1831
H: 0.40 1.58 3.79  0.0665
H: 0.92 0.56 5.05  0.0734
H: 1.78 2.13 4.82  0.0740
H: 0.28 2.23 6.80  0.1078
H: -1.11 1.87 5.76  0.1147
H: 0.82 4.23 5.55  0.1210
H: -0.70 4.29 6.39  0.1194
C: 0.75 -2.20 1.61  -0.0849
C: 0.37 -1.97 0.17  -0.2581
C: -0.48 -0.73 -0.06  -0.1799
C: -1.70 -0.73 0.75  -0.2507
N: -2.63 -0.74 1.41  0.1564
H: 1.48 -1.44 1.90  0.0792
H: 1.18 -3.20 1.74  0.0643
H: -0.10 -2.09 2.28  0.0720
H: -0.17 -2.80 -0.32  0.0916
H: 1.28 -1.89 -0.42  0.0966
H: -0.74 -0.52 -1.10  0.1031
H: 0.03 0.18 0.29  0.1088
C: 1.91 2.63 -0.45  -0.0878
C: 1.34 3.70 0.46  -0.2541
C: 2.05 3.84 1.80  -0.1985
C: 3.44 4.30 1.73  -0.2352
N: 4.50 4.73 1.67  0.1381
H: 1.35 2.51 -1.37  0.0614
H: 1.93 1.67 0.06  0.0642
H: 2.93 2.93 -0.72  0.0799
H: 0.27 3.58 0.67  0.0890
H: 1.37 4.68 -0.04  0.1205
H: 2.11 2.91 2.39  0.1009
H: 1.53 4.56 2.43  0.1031